{
  "formula": "C60H52GeN7O2PSTi",
  "method": "wB97M-V/def2-TZVPD",
  "species": ["Ti", "C", "C", "O", "C", "C", "C", "N", "N", "C", "O", "C", "C", "C", "C", "C", "C", "H", "H", "H", "H", "H", "H", "H", "H", "H", "H", "H", "H", "N", "P", "C", "C", "C", "C", "C", "C", "C", "C", "C", "C", "C", "C", "C", "C", "C", "C", "C", "N", "H", "H", "H", "H", "H", "H", "H", "H", "H", "H", "H", "H", "H", "H", "H", "N", "C", "C", "C", "C", "C", "C", "S", "N", "C", "C", "C", "C", "C", "C", "N", "H", "H", "H", "H", "H", "H", "H", "H", "H", "C", "Ge", "C", "C", "C", "C", "C", "C", "C", "C", "C", "C", "C", "C", "C", "C", "C", "C", "C", "C", "H", "H", "H", "H", "H", "H", "H", "H", "H", "H", "H", "H", "H", "H", "H", "H"],
  "coordinates": [[-0.27022, -0.88369, 0.03290], [2.38647, -1.23001, -3.28585], [1.03631, -1.17695, -2.60665], [1.06512, -0.89055, -1.35131], [-0.09953, -1.45933, -3.33131], [-1.39630, -1.61063, -2.76549], [-2.59182, -1.83960, -3.65017], [-1.53877, -1.59265, -1.47230], [-2.75587, -1.99186, -0.96106], [-2.60669, -2.23987, 0.31434], [-1.47283, -2.09127, 0.91363], [-3.73330, -2.86721, 1.03246], [-5.00320, -2.96332, 0.46462], [-6.00973, -3.65152, 1.11886], [-5.76693, -4.25127, 2.34933], [-4.51044, -4.13712, 2.92934], [-3.50298, -3.44565, 2.27915], [2.89077, -2.15767, -3.00221], [2.99377, -0.39107, -2.94022], [2.29135, -1.19354, -4.36897], [0.00790, -1.63922, -4.39231], [-2.30625, -1.84738, -4.70179], [-3.31528, -1.03983, -3.47464], [-3.08140, -2.77919, -3.39102], [-5.17470, -2.48670, -0.49065], [-6.99359, -3.72661, 0.66965], [-6.55450, -4.79820, 2.85485], [-4.31963, -4.59524, 3.89326], [-2.51792, -3.33814, 2.71273], [3.06926, -2.38761, 0.35710], [2.16789, -1.06623, 0.99872], [3.09082, 0.38491, 0.21907], [2.39927, 1.59980, 0.30811], [3.00550, 2.79385, -0.04944], [4.30947, 2.79677, -0.52951], [4.99101, 1.59720, -0.66141], [4.38716, 0.40443, -0.28385], [3.08410, -0.77418, 2.57798], [2.82096, 0.41093, 3.27350], [3.37904, 0.64879, 4.51777], [4.22297, -0.28704, 5.10165], [4.49357, -1.46744, 4.42145], [3.92717, -1.70775, 3.17982], [2.41549, -3.32214, -0.42186], [3.12386, -4.20935, -1.24113], [2.41750, -5.14602, -1.97569], [1.03176, -5.16925, -1.87650], [0.42082, -4.26991, -1.01970], [1.08168, -3.36456, -0.30644], [4.05041, -2.26102, 0.16329], [1.36586, 1.58032, 0.64770], [2.45650, 3.72518, 0.03790], [4.78636, 3.72729, -0.81589], [6.00534, 1.58950, -1.04664], [4.95705, -0.51592, -0.38864], [2.16607, 1.14711, 2.82544], [3.15262, 1.57352, 5.03562], [4.65519, -0.10779, 6.07858], [5.14401, -2.21154, 4.86812], [4.12215, -2.64982, 2.68127], [4.20444, -4.15902, -1.30468], [2.93765, -5.84912, -2.61426], [0.43981, -5.86634, -2.45368], [-0.65595, -4.27620, -0.88297], [-0.47549, 0.19231, 4.13581], [-1.07675, 1.45788, 4.23174], [-0.55859, 2.31646, 5.20368], [-1.09016, 3.57303, 5.44421], [-2.15152, 4.01341, 4.66494], [-2.69783, 3.17404, 3.71275], [-2.23839, 1.85949, 3.49513], [-3.21112, 0.81293, 2.52549], [-0.22666, -0.05226, 1.78537], [-0.18252, -0.54248, 2.95568], [0.13709, -1.96478, 3.35700], [-0.50625, -2.50229, 4.47673], [-0.27912, -3.80964, 4.86178], [0.64488, -4.55261, 4.13580], [1.25782, -3.95090, 3.06266], [1.00212, -2.70772, 2.66066], [0.17745, -0.01084, 4.87906], [0.29052, 1.97907, 5.79528], [-0.67718, 4.20053, 6.22642], [-2.58077, 4.99686, 4.82892], [-3.55542, 3.48911, 3.13228], [-1.22294, -1.89012, 5.00601], [-0.81510, -4.24955, 5.69315], [0.86620, -5.57890, 4.39901], [1.99758, -4.49031, 2.48083], [-0.91965, 0.91471, -0.64402], [-0.76927, 2.01467, -2.17739], [0.68748, 1.96940, -3.55141], [1.88394, 2.63156, -3.28336], [2.91767, 2.67696, -4.20914], [2.76896, 2.06461, -5.44466], [1.58319, 1.40332, -5.73565], [0.56122, 1.35624, -4.79715], [-0.54123, 3.90843, -1.52235], [-0.65432, 4.16087, -0.15587], [-0.46963, 5.43732, 0.35966], [-0.15825, 6.48979, -0.49119], [-0.04576, 6.25813, -1.85663], [-0.23894, 4.97922, -2.36182], [-2.49056, 2.15108, -3.23626], [-3.66557, 1.94433, -2.51043], [-4.90955, 1.95069, -3.12361], [-5.00638, 2.13948, -4.49694], [-3.85122, 2.34401, -5.23728], [-2.61142, 2.36420, -4.60863], [-1.78390, 1.27868, -0.07850], [2.00819, 3.12115, -2.32799], [3.83816, 3.19645, -3.96602], [3.56911, 2.09848, -6.17595], [1.45926, 0.92037, -6.69984], [-0.34886, 0.82001, -5.03260], [-0.88271, 3.33410, 0.51209], [-0.56465, 5.60592, 1.42647], [0.00084, 7.48690, -0.09480], [0.19533, 7.07890, -2.52488], [-0.14439, 4.80562, -3.42997], [-3.59814, 1.76777, -1.44097], [-5.80393, 1.79538, -2.53103], [-5.97413, 2.12931, -4.98638], [-3.91915, 2.48453, -6.31164], [-1.72627, 2.55864, -5.20421]],
  "forces_ev_per_angstrom": [[0.08, 3.24, -1.36], [-0.14, 0.20, 0.16], [-0.07, -0.09, -0.69], [0.74, -0.25, -1.04], [0.21, 0.08, 0.17], [-0.32, -0.41, 0.24], [0.11, -0.02, 0.09], [0.08, -0.51, -0.47], [-0.61, -0.22, 0.22], [0.05, -0.03, -0.98], [-1.17, -1.11, 0.81], [-0.22, -0.19, 0.34], [0.14, 0.10, -0.03], [-0.08, -0.05, 0.03], [0.06, 0.03, 0.00], [-0.14, -0.10, 0.06], [0.12, 0.13, -0.17], [0.02, 0.01, 0.00], [0.02, 0.03, -0.04], [0.01, 0.00, -0.04], [0.01, 0.08, -0.02], [0.03, 0.02, 0.00], [-0.03, -0.01, -0.04], [-0.04, 0.02, -0.02], [0.00, -0.03, -0.03], [0.01, 0.03, -0.01], [-0.01, 0.02, 0.01], [0.02, 0.03, 0.01], [0.00, 0.00, 0.03], [-0.14, -0.06, -0.03], [1.90, 1.07, -0.51], [-0.36, 0.13, 0.07], [0.02, -0.13, 0.01], [0.10, 0.06, 0.06], [-0.03, 0.01, -0.01], [0.10, 0.00, -0.04], [-0.11, -0.25, 0.07], [-0.37, -0.23, 0.54], [-0.01, -0.09, -0.24], [0.09, 0.09, 0.13], [-0.05, -0.12, -0.10], [0.13, 0.09, 0.15], [-0.13, -0.02, -0.26], [-0.20, -0.13, 0.27], [0.04, -0.25, -0.15], [-0.11, 0.28, 0.22], [0.06, -0.22, -0.13], [-0.04, 0.07, 0.11], [0.31, -0.31, -0.14], [0.01, -0.08, -0.04], [-0.03, 0.13, -0.05], [-0.06, -0.03, -0.01], [-0.01, 0.00, 0.00], [-0.03, -0.02, -0.02], [0.01, 0.02, 0.02], [-0.07, 0.03, 0.11], [-0.03, 0.00, -0.02], [0.00, 0.02, 0.00], [-0.01, 0.00, -0.02], [-0.03, -0.02, -0.02], [0.00, 0.05, 0.05], [0.03, 0.04, -0.04], [-0.03, -0.01, 0.05], [-0.02, 0.11, -0.06], [-0.04, -0.34, -0.26], [-0.04, 0.61, -0.19], [0.07, -0.07, -0.12], [0.10, 0.15, 0.19], [-0.12, 0.04, -0.03], [0.31, 0.14, 0.15], [-0.08, -0.48, 0.12], [0.01, -0.31, -0.08], [0.16, -0.59, 2.91], [-0.17, 1.10, -0.60], [-0.22, -0.46, 0.12], [-0.38, -0.14, 0.35], [0.21, 0.12, -0.31], [-0.24, -0.22, 0.39], [0.12, 0.30, -0.38], [-0.20, 0.15, 0.18], [-0.13, 0.10, 0.12], [0.02, -0.02, -0.02], [0.04, 0.00, -0.02], [0.03, 0.02, -0.02], [-0.01, -0.03, 0.00], [-0.01, 0.01, -0.07], [0.00, 0.04, 0.05], [0.05, -0.02, -0.05], [0.02, -0.03, -0.11], [0.64, -1.16, -0.20], [-0.33, 0.30, 0.02], [-0.17, -0.08, 0.22], [-0.02, -0.05, 0.04], [0.07, 0.01, -0.04], [0.02, -0.01, -0.01], [0.01, 0.00, -0.10], [0.00, -0.04, 0.00], [0.03, -0.29, -0.03], [-0.02, -0.14, 0.07], [0.02, 0.10, 0.02], [0.01, 0.00, 0.03], [0.00, 0.07, -0.04], [-0.04, -0.03, -0.04], [0.31, -0.20, 0.06], [0.02, -0.02, 0.12], [-0.05, 0.01, -0.04], [0.00, -0.01, 0.01], [-0.08, 0.03, -0.08], [0.04, 0.09, 0.03], [0.21, 0.16, 0.43], [0.02, 0.04, -0.02], [0.00, -0.02, 0.03], [0.00, 0.00, 0.01], [-0.02, -0.01, 0.02], [0.00, -0.04, -0.03], [0.01, 0.00, 0.02], [-0.01, -0.02, 0.00], [-0.02, 0.00, 0.01], [0.00, -0.02, -0.01], [0.02, 0.04, -0.01], [-0.03, -0.06, -0.01], [0.01, -0.01, 0.01], [0.00, -0.02, 0.01], [0.02, 0.04, 0.01], [-0.01, -0.02, -0.02]],
  "total_charge": -2,
  "spin_multiplicity": 1,
  "homo_energy_ha": [-0.0183, -0.0185],
  "e_tot_ha": -6517.3771,
  "max_force_ev_per_a": 3.5,
  "e_above_lowest_kcal_mol": 31.8
}